DFT (ωB97M-V/def2-TZVPD) results for a molecular structure, C44H52AsBiF6N7S4SbTe at a distorted geometry.

Values from the calculation:
Largest force on an atom, eV Å⁻¹: 1.276
Energy above the lowest of the compared OMol25 structures with the same formula, charge and spin, kcal/mol: 5.4
Highest occupied orbital energy, eV: -7.05
2S+1: 1
Frontier orbital gap, eV: 6.77
Molar mass, g mol⁻¹: 1454.47

Geometry as XYZ:
```
117
C44H52AsBiF6N7S4SbTe (ωB97M-V/def2-TZVPD)
Bi 1.1354 0.7069 -1.6385
N 0.9021 3.3813 -2.2555
C -0.1671 3.4561 -3.2610
C 0.3231 2.9958 -4.6452
N 0.6003 1.5707 -4.7665
C -0.3687 0.7896 -5.5184
C -1.7189 0.6127 -4.8240
N -1.5916 -0.1261 -3.5679
H 0.5994 3.7555 -1.3640
H 1.7116 3.9073 -2.5787
H -0.5349 4.4836 -3.3903
H -0.9995 2.8307 -2.9220
H 1.2440 3.5449 -4.8519
H -0.4195 3.3018 -5.3946
H 1.5269 1.4288 -5.1507
H 0.0635 -0.2050 -5.6723
H -0.5681 1.2240 -6.5108
H -2.3867 0.1137 -5.5387
H -2.1563 1.5892 -4.6029
H -1.2332 -1.0614 -3.7390
H -2.4818 -0.2118 -3.0930
N -0.2767 1.5626 -0.1147
S -1.4404 1.6391 0.7572
N -2.1356 0.2761 1.3501
S -1.3712 -0.6583 2.3637
N 0.1024 -0.9089 2.2194
S 1.1744 -1.4897 0.9051
N 1.1699 -1.1468 -0.5627
C 0.0425 -2.9793 0.5977
C -0.9950 -2.7693 -0.3055
C -1.7974 -3.8182 -0.7197
C -1.5830 -5.0972 -0.2235
C -0.5704 -5.3080 0.6956
C 0.2474 -4.2570 1.0968
C 2.4782 -2.5754 1.5673
C 3.5557 -2.8592 0.7530
C 4.6596 -3.5117 1.2843
C 4.6832 -3.8496 2.6287
C 3.5833 -3.5847 3.4356
C 2.4709 -2.9524 2.9057
C -1.6152 -0.0141 4.0192
C -2.8803 0.4590 4.3397
C -3.1084 0.9641 5.6068
C -2.0763 0.9876 6.5368
C -0.8179 0.5114 6.2010
C -0.5769 0.0064 4.9306
C -2.5041 -2.0439 2.5202
C -3.7488 -2.0360 1.9142
C -4.6224 -3.0824 2.1627
C -4.2432 -4.1210 3.0007
C -2.9890 -4.1193 3.5959
C -2.1131 -3.0739 3.3592
C -1.1164 2.7753 2.1186
C 0.2091 2.9192 2.4824
C 0.5425 3.7501 3.5390
C -0.4530 4.4619 4.1922
C -1.7777 4.3441 3.7899
C -2.1199 3.4930 2.7514
C -2.9235 2.3664 0.0368
C -2.7674 3.5473 -0.6727
C -3.8739 4.1438 -1.2537
C -5.1289 3.5673 -1.1103
C -5.2809 2.3926 -0.3875
C -4.1741 1.7852 0.1879
H -1.1395 -1.7667 -0.6889
H -2.5845 -3.6445 -1.4449
H -2.1990 -5.9234 -0.5559
H -0.4062 -6.2998 1.0996
H 1.0496 -4.4563 1.7908
H 3.5211 -2.5558 -0.2853
H 5.5019 -3.7458 0.6465
H 5.5568 -4.3278 3.0525
H 3.5957 -3.8523 4.4844
H 1.6062 -2.7387 3.5178
H -3.6674 0.4399 3.5963
H -4.0865 1.3470 5.8667
H -2.2552 1.3913 7.5250
H -0.0172 0.5364 6.9282
H 0.4043 -0.3425 4.6285
H -4.0121 -1.2247 1.2494
H -5.6003 -3.0872 1.6995
H -4.9269 -4.9394 3.1838
H -2.6910 -4.9335 4.2426
H -1.1277 -3.0454 3.8094
H 0.9677 2.3865 1.9296
H 1.5798 3.8357 3.8354
H -0.2007 5.1168 5.0165
H -2.5484 4.9191 4.2871
H -3.1518 3.3941 2.4364
H -1.7796 3.9843 -0.7618
H -3.7581 5.0566 -1.8225
H -5.9953 4.0305 -1.5642
H -6.2600 1.9473 -0.2699
H -4.2697 0.8657 0.7447
S 2.7444 0.2225 3.1328
C 2.3651 0.0544 1.5660
Te 3.1620 1.3796 0.1415
F 3.3943 1.7182 -3.1952
Sb 4.5034 3.1203 -3.9277
F 3.0804 4.3675 -3.6559
F 5.0915 3.4396 -2.1652
F 5.8756 1.8595 -4.2481
F 5.5377 4.4833 -4.7114
F 3.6671 2.6608 -5.5801
C 3.1004 -3.1944 -3.0332
As 3.2089 -1.2157 -3.0841
C 4.9856 -1.0284 -2.2784
C 3.8291 -1.1136 -4.9522
H 4.0806 -3.6409 -3.2002
H 2.4208 -3.5425 -3.8121
H 2.7060 -3.5260 -2.0726
H 5.6606 -1.7942 -2.6632
H 4.9423 -1.0912 -1.1927
H 5.3777 -0.0473 -2.5394
H 4.6569 -1.8024 -5.1180
H 4.1704 -0.1006 -5.1613
H 3.0150 -1.3605 -5.6354
```